Below is a single C17H21NO molecule, with properties calculated with the ωB97M-V functional and the def2-TZVPD basis.

Structure (XYZ):
```
40
Properties=species:S:1:pos:R:3:forces:R:3
O 0.628 3.460 -0.352 -0.06 0.15 -0.20
C 0.369 2.335 0.035 0.18 -0.15 0.27
N 1.271 1.564 0.694 -0.01 -0.22 0.17
H 1.055 0.596 0.870 -0.08 0.07 -0.08
C 2.665 1.915 0.804 0.25 0.19 -0.15
C 3.514 1.171 -0.242 -0.12 0.10 0.32
C 3.196 -0.304 -0.240 -0.01 0.19 -0.15
C 3.541 -1.089 0.773 0.06 -0.15 0.06
C 3.167 -2.535 0.883 -0.20 -0.08 -0.02
C 2.025 -2.883 -0.067 0.27 -0.13 -0.08
C 2.339 -2.335 -1.454 -0.26 0.11 0.05
C 2.400 -0.811 -1.412 0.09 -0.33 -0.03
H 2.847 -0.434 -2.336 -0.05 0.09 0.01
H 1.386 -0.398 -1.362 -0.01 0.08 -0.07
H 1.582 -2.656 -2.173 0.06 -0.03 -0.05
H 3.303 -2.729 -1.780 0.04 -0.05 -0.06
H 1.885 -3.965 -0.106 -0.07 0.01 0.04
H 1.094 -2.438 0.295 -0.08 0.00 0.04
H 2.885 -2.761 1.916 0.06 -0.04 -0.01
H 4.042 -3.152 0.650 -0.01 -0.07 0.07
H 4.132 -0.691 1.588 0.12 0.18 0.08
H 3.304 1.592 -1.226 0.05 0.04 -0.03
H 4.568 1.339 -0.014 0.04 0.03 -0.07
H 3.007 1.662 1.812 0.03 0.06 -0.08
H 2.740 2.994 0.655 0.02 -0.11 0.12
C -0.967 1.731 -0.180 -0.37 -0.20 0.05
C -1.476 0.675 0.460 0.52 0.42 -0.13
C -2.785 0.080 0.244 -0.51 -0.29 -0.03
C -3.752 0.643 -0.593 0.12 -0.03 0.09
C -4.975 0.027 -0.771 -0.05 0.04 -0.06
C -5.262 -1.163 -0.120 -0.01 -0.07 0.04
C -4.317 -1.732 0.717 -0.14 -0.09 -0.01
C -3.094 -1.115 0.898 0.13 0.20 -0.07
H -2.361 -1.565 1.554 0.08 -0.01 0.06
H -4.534 -2.657 1.230 -0.01 -0.06 0.04
H -6.220 -1.641 -0.262 -0.07 -0.03 -0.01
H -5.711 0.476 -1.420 -0.05 0.04 -0.05
H -3.548 1.572 -1.102 0.01 0.10 -0.06
H -0.891 0.175 1.225 0.09 0.01 0.06
H -1.544 2.266 -0.921 -0.05 0.04 -0.07
```
Positions in Å, forces in eV/Å.

## Properties
Relative energy (zero: lowest compared OMol25 entry of this formula, charge and spin) ... 1.4 kcal/mol
Charge ... 0
Maximum force ... 0.68 eV/A
HOMO ... -8.82 eV
Orbital gap ... 8.960 eV

Below is a single C17H21NO2S2 molecule, with properties calculated with the ωB97M-V functional and the def2-TZVPD basis.

Structure (XYZ):
```
43
Properties=species:S:1:pos:R:3:forces:R:3
C 0.121 2.795 3.205 0.04 0.02 0.08
C 0.986 1.843 2.440 0.01 -0.03 0.01
C 1.469 2.170 1.179 0.00 0.00 0.03
C 2.277 1.293 0.479 -0.01 0.07 0.07
C 2.608 0.069 1.038 0.39 -0.44 -0.32
C 2.151 -0.266 2.303 -0.02 0.06 0.07
C 1.342 0.618 2.993 0.00 0.09 0.00
H 0.979 0.352 3.975 -0.06 -0.02 0.12
H 2.431 -1.212 2.740 -0.01 -0.10 0.01
S 3.584 -1.101 0.101 -0.22 0.11 -0.13
C 2.247 -1.636 -1.040 0.36 0.09 0.40
C 1.202 -2.453 -0.296 -0.18 0.01 0.05
C -0.195 -2.525 -0.897 0.62 0.03 -0.03
O -1.143 -2.876 -0.224 -0.41 -0.13 0.25
N -0.326 -2.181 -2.196 0.04 0.06 -0.37
H 0.464 -1.852 -2.724 0.00 -0.01 0.13
C -1.631 -2.129 -2.821 -0.34 -0.03 0.19
C -2.461 -0.936 -2.349 0.38 0.27 -0.20
H -3.430 -0.946 -2.846 -0.06 -0.02 0.08
H -2.607 -0.969 -1.270 -0.15 -0.08 -0.03
S -1.706 0.673 -2.751 0.00 -0.02 0.13
C -0.759 1.045 -1.208 -0.45 -0.11 -0.45
C -1.606 1.155 -0.006 0.18 -0.89 0.35
C -1.971 0.222 0.924 0.30 0.41 -0.47
C -2.806 0.896 1.848 -0.17 0.58 -0.05
C -2.886 2.181 1.410 -0.39 -0.47 0.69
O -2.165 2.348 0.291 0.19 0.32 -0.41
H -3.403 3.039 1.792 -0.03 0.17 -0.03
H -3.278 0.476 2.712 -0.14 -0.01 0.21
H -1.682 -0.810 0.957 0.14 -0.25 -0.09
H -0.018 0.262 -1.077 0.06 0.16 0.12
H -0.275 1.995 -1.429 0.14 -0.03 0.05
H -2.173 -3.042 -2.552 0.07 0.04 -0.14
H -1.493 -2.090 -3.902 0.00 -0.05 0.06
H 1.061 -2.038 0.707 -0.05 -0.10 -0.14
H 1.556 -3.478 -0.162 -0.04 0.04 0.04
H 2.745 -2.211 -1.819 -0.04 0.04 -0.11
H 1.837 -0.720 -1.467 0.00 -0.08 -0.11
H 2.653 1.556 -0.498 0.04 0.01 -0.10
H 1.212 3.123 0.740 -0.06 0.12 -0.04
H -0.698 2.266 3.688 -0.07 0.03 0.01
H -0.291 3.559 2.550 -0.08 0.06 -0.01
H 0.706 3.289 3.981 -0.01 0.07 0.06
```
Positions in Å, forces in eV/Å.

## Properties
Relative energy (zero: lowest compared OMol25 entry of this formula, charge and spin) ... 0.0 kcal/mol
Charge ... 0
Maximum force ... 0.97 eV/A
HOMO ... -8.38 eV
Orbital gap ... 8.950 eV

Below is a single C17H21NO4 molecule, with properties calculated with the ωB97M-V functional and the def2-TZVPD basis.

Structure (XYZ):
```
43
Properties=species:S:1:pos:R:3:forces:R:3
C 3.332 -1.847 4.045 0.04 0.25 -0.07
C 3.946 -0.707 3.240 0.16 -0.19 -0.05
C 4.433 -1.140 1.857 -0.33 0.18 0.09
C 3.298 -1.535 0.914 0.46 -0.03 -0.08
C 3.821 -1.867 -0.482 -0.30 -0.03 0.09
C 2.698 -2.327 -1.419 0.14 0.11 -0.01
C 1.727 -1.194 -1.652 0.51 -0.05 -0.22
O 1.982 -0.175 -2.231 -0.02 -0.04 0.08
O 0.539 -1.478 -1.085 -0.53 -0.20 0.22
C -0.528 -0.594 -1.142 -0.28 0.40 0.03
C -0.851 0.130 -2.281 0.15 -0.16 0.01
C -1.954 0.963 -2.268 -0.09 0.00 0.16
C -2.743 1.059 -1.130 0.30 -0.24 0.03
C -2.426 0.322 0.005 -0.09 0.09 -0.16
C -1.315 -0.497 -0.001 0.30 -0.14 -0.22
H -1.049 -1.073 0.872 0.04 -0.06 0.09
H -3.036 0.399 0.890 -0.03 0.01 0.05
N -3.879 1.909 -1.125 0.33 -0.24 0.00
C -4.780 1.975 -2.177 -0.40 0.11 -0.10
O -4.716 1.327 -3.185 0.00 -0.04 -0.13
C -5.847 2.986 -1.810 -0.13 0.07 -0.09
C -5.462 3.494 -0.429 -0.10 0.11 0.09
C -4.194 2.748 -0.066 -0.22 0.34 0.10
O -3.556 2.856 0.945 0.04 0.02 0.13
H -6.219 3.291 0.329 0.07 0.01 0.01
H -5.259 4.565 -0.405 0.04 -0.06 0.05
H -5.862 3.772 -2.566 0.01 -0.07 -0.01
H -6.820 2.496 -1.832 0.06 -0.02 -0.05
H -2.207 1.529 -3.150 -0.02 0.03 -0.06
H -0.242 0.055 -3.166 0.02 0.01 -0.02
H 3.124 -2.609 -2.383 -0.10 0.00 -0.02
H 2.165 -3.177 -0.993 0.05 -0.02 -0.06
H 4.569 -2.659 -0.413 0.04 0.02 -0.04
H 4.298 -0.985 -0.915 0.08 -0.03 -0.02
H 2.771 -2.404 1.312 -0.12 -0.01 0.01
H 2.584 -0.711 0.848 -0.11 0.03 0.05
H 5.122 -1.981 1.965 0.10 -0.02 -0.03
H 4.988 -0.313 1.407 0.08 -0.03 -0.05
H 3.213 0.095 3.129 0.03 0.10 0.02
H 4.796 -0.303 3.795 -0.04 0.09 0.01
H 2.422 -2.212 3.577 -0.11 -0.11 0.00
H 4.033 -2.675 4.129 0.05 -0.13 0.03
H 3.082 -1.508 5.048 -0.06 -0.05 0.11
```
Positions in Å, forces in eV/Å.

## Properties
Relative energy (zero: lowest compared OMol25 entry of this formula, charge and spin) ... 3.3 kcal/mol
Charge ... 0
Maximum force ... 0.61 eV/A
HOMO ... -8.99 eV
Orbital gap ... 9.709 eV

Below is 3 unconnected molecules or ions with the total composition C17H21NO5PS, with properties calculated with the ωB97M-V functional and the def2-TZVPD basis.

Structure (XYZ):
```
46
Properties=species:S:1:pos:R:3:forces:R:3
C -0.108 2.579 -1.779 0.01 -0.01 0.08
O -1.495 2.715 -1.999 0.06 -0.08 -0.09
C -2.278 1.956 -1.089 -0.25 0.05 0.16
C -2.129 0.435 -1.236 0.41 0.19 0.17
C -1.373 -0.254 -0.084 -0.28 0.08 -0.08
C -0.345 -1.271 -0.570 -0.11 -0.32 0.15
N -0.976 -2.279 -1.380 0.00 0.29 -0.23
P -0.159 -2.926 -2.569 -0.12 -0.20 0.31
S 0.628 -4.758 -2.449 0.06 -0.02 -0.05
H 0.164 1.564 -1.477 0.01 0.00 -0.04
H 0.235 3.278 -1.003 -0.01 -0.04 0.02
H 0.410 2.805 -2.711 -0.03 0.06 0.00
H -2.048 2.269 -0.056 0.05 -0.01 -0.04
H -3.306 2.265 -1.283 0.02 0.03 -0.07
H -1.569 0.250 -2.156 -0.22 -0.08 -0.12
H -3.114 -0.014 -1.352 0.05 -0.06 -0.16
H -0.890 0.503 0.543 0.07 -0.09 0.00
H -2.095 -0.789 0.542 0.08 0.03 0.11
H 0.452 -0.717 -1.110 0.03 -0.02 -0.02
H 0.135 -1.711 0.320 0.09 0.12 0.04
H -0.960 -2.917 -3.730 -0.01 -0.02 -0.02
H 0.876 -2.025 -2.931 0.03 0.05 -0.14
C 4.828 -0.670 -2.171 0.02 -0.01 -0.02
C 5.411 -0.730 -0.978 0.00 0.01 -0.01
C 5.128 -1.845 -0.034 0.00 0.00 0.01
O 5.676 -1.885 1.051 0.01 -0.01 -0.03
C 4.168 -2.882 -0.470 0.01 0.01 0.00
C 3.582 -2.833 -1.665 -0.01 0.02 -0.05
C 3.873 -1.723 -2.610 -0.19 -0.11 0.02
O 3.339 -1.672 -3.696 0.23 0.15 -0.04
H 5.014 0.133 -2.874 -0.01 -0.01 -0.01
H 6.112 0.019 -0.630 0.00 -0.01 0.02
H 3.965 -3.674 0.241 -0.02 0.01 0.00
H 2.851 -3.569 -2.002 0.00 0.01 0.04
C -3.907 1.010 4.436 0.01 0.00 0.00
C -2.840 0.297 4.089 0.00 0.01 0.01
C -1.676 0.930 3.413 -0.06 -0.01 -0.11
O -0.709 0.282 3.090 0.10 0.01 0.17
C -1.759 2.387 3.132 0.00 0.00 0.01
C -2.827 3.099 3.480 0.00 -0.01 0.00
C -3.984 2.467 4.163 0.01 0.00 -0.01
O -4.955 3.118 4.487 0.00 0.00 0.01
H -4.767 0.574 4.928 -0.01 0.01 -0.01
H -2.760 -0.767 4.270 0.01 0.00 -0.02
H -0.904 2.821 2.628 0.00 -0.02 -0.01
H -2.912 4.160 3.284 -0.02 0.00 0.00
```
Positions in Å, forces in eV/Å.

## Properties
Charge ... -1
Maximum force ... 0.48 eV/A
HOMO ... -3.89 eV
Orbital gap ... 4.132 eV